# C4H5F3N3S2

A gas-phase ion, C4H5F3N3S2 (charge +1) in a non-equilibrium geometry (the ωB97M-V functional and the def2-TZVPD basis, the Open Molecules 2025 dataset).

- charge = +1
- Kohn-Sham gap (Ha) = 0.31021
- E (eV) = -38511.3829
- ΔE to the lowest compared entry with this formula, charge and spin (kJ/mol) = 90.72

Geometry (Å):
1 C -1.182 0.136 -0.035
2 C 1.992 0.571 -0.849
3 C 1.753 -0.591 0.166
4 C -2.508 -0.534 -0.264
5 N -0.694 0.853 -0.930
6 N 0.902 2.038 0.987
7 N -0.654 -0.256 1.211
8 F -3.360 0.278 -0.833
9 F -2.328 -1.622 -1.054
10 F -3.062 -0.948 0.873
11 S 0.731 1.891 -0.537
12 S 0.916 -0.043 1.648
13 H 2.878 1.100 -0.558
14 H 2.296 0.127 -1.729
15 H 0.918 -1.182 -0.256
16 H 2.632 -1.165 0.270
17 H -1.230 -0.653 1.889

---

# C12H17BCoN6O2

A molecular structure, C12H17BCoN6O2 in a non-equilibrium geometry (the ωB97M-V functional and the def2-TZVPD basis, the Open Molecules 2025 dataset).

- <S²> = 3.766
- charge = 0
- Kohn-Sham gap (alpha / beta) (Ha) = 0.29795 / 0.32251
- E (eV) = -64059.1172
- 2S+1 = 4
- ΔE to the lowest compared entry with this formula, charge and spin (kJ/mol) = 206.67

Geometry (Å):
1 H -0.228 2.952 1.787
2 N 0.264 1.821 0.059
3 B 0.921 1.039 -2.266
4 N 0.738 2.167 -1.205
5 C 0.833 3.504 -1.273
6 Co -0.211 0.043 0.316
7 H 1.161 3.967 -2.187
8 C 0.467 4.043 -0.044
9 H 0.451 5.076 0.246
10 C 0.118 2.965 0.770
11 H 1.344 1.443 -3.311
12 C -2.296 -2.791 2.157
13 H -2.562 -2.964 3.203
14 H -1.281 -3.159 1.978
15 H -2.987 -3.324 1.499
16 N -0.508 0.431 -2.426
17 N 1.782 -0.091 -1.634
18 N -1.149 -0.050 -1.285
19 N 1.388 -0.559 -0.385
20 C -1.325 0.295 -3.479
21 C 2.815 -0.833 -2.065
22 H -1.003 0.624 -4.453
23 H 3.235 -0.656 -3.040
24 C -2.513 -0.297 -3.045
25 C 3.144 -1.763 -1.073
26 C -2.379 -0.498 -1.668
27 C 2.236 -1.558 -0.026
28 H -3.370 -0.551 -3.641
29 H 3.932 -2.491 -1.101
30 H -3.078 -0.935 -0.965
31 H 2.139 -2.049 0.929
32 H -2.363 -1.715 1.938
33 C 0.195 -1.072 4.217
34 O 0.476 -0.866 2.813
35 C -0.144 0.169 2.202
36 O -0.671 1.091 2.818
37 H -0.333 -0.220 4.644
38 H 1.163 -1.201 4.696
39 H -0.402 -1.983 4.301

---

# C19H32O11S

A molecular structure, C19H32O11S in a non-equilibrium geometry (the ωB97M-V functional and the def2-TZVPD basis, the Open Molecules 2025 dataset).

- charge = 0
- Kohn-Sham gap (Ha) = 0.37869
- E (eV) = -53579.2608
- ΔE to the lowest compared entry with this formula, charge and spin (kJ/mol) = 57.91

Geometry (Å):
1 C 4.912 -1.389 1.533
2 C 5.580 -0.288 0.734
3 O 4.531 0.628 0.366
4 C 4.916 1.559 -0.558
5 O 6.002 2.126 -0.509
6 C 3.865 1.830 -1.617
7 C 2.452 1.679 -1.048
8 C 2.089 2.790 -0.045
9 C 1.309 2.289 1.165
10 C -0.061 1.737 0.733
11 C -0.567 0.496 1.470
12 C -0.207 -0.835 0.814
13 O -0.100 -0.744 -0.612
14 C 2.112 1.539 2.224
15 O 1.843 2.204 3.505
16 S 1.916 3.744 3.094
17 O 3.242 4.026 2.643
18 O 1.415 4.630 4.074
19 O 0.949 3.566 1.864
20 H 4.268 -1.954 0.863
21 H 4.242 -0.912 2.245
22 H 5.631 -2.023 2.036
23 H 6.051 -0.712 -0.149
24 H 6.296 0.260 1.337
25 H 4.012 2.826 -2.017
26 H 4.037 1.094 -2.402
27 H 2.266 0.680 -0.671
28 H 1.779 1.791 -1.897
29 H 1.405 3.478 -0.535
30 H 2.939 3.394 0.260
31 H -0.085 1.605 -0.343
32 H -0.775 2.529 0.935
33 H -0.256 0.451 2.509
34 H -1.638 0.556 1.494
35 H -1.019 -1.528 1.036
36 H 0.682 -1.297 1.248
37 H 0.477 -1.456 -0.885
38 H 1.865 0.501 2.411
39 H 3.189 1.592 2.129
40 O -2.857 -0.600 2.687
41 C -3.654 -1.298 2.126
42 O -3.541 -2.643 2.068
43 C -4.575 -3.183 1.217
44 C -5.669 -2.129 1.203
45 C -4.868 -0.842 1.346
46 H -4.151 -3.351 0.225
47 H -4.912 -4.134 1.622
48 H -6.287 -2.165 0.309
49 H -6.320 -2.262 2.070
50 H -4.540 -0.463 0.376
51 H -5.405 -0.070 1.890
52 O -4.781 -1.756 -2.062
53 C -3.960 -1.776 -2.934
54 O -4.069 -2.579 -4.016
55 C -2.893 -2.467 -4.836
56 C -2.280 -1.122 -4.473
57 C -2.666 -0.986 -3.002
58 H -2.229 -3.302 -4.603
59 H -3.181 -2.530 -5.882
60 H -1.209 -1.073 -4.658
61 H -2.756 -0.329 -5.053
62 H -1.932 -1.450 -2.342
63 H -2.827 0.048 -2.712

---

# C2H12N2O3

4 unconnected molecules or ions with the total composition C2H12N2O3 in a non-equilibrium geometry (the ωB97M-V functional and the def2-TZVPD basis, the Open Molecules 2025 dataset).

- charge = 0
- SMILES = C/N=C\N.O.O.O
- Kohn-Sham gap (Ha) = 0.30663
- E (eV) = -11389.2019
- ΔE to the lowest compared entry with this formula, charge and spin (kJ/mol) = 245.74

Geometry (Å):
1 C -0.421 -1.002 1.870
2 N -1.248 -1.662 0.901
3 C -1.735 -1.399 -0.253
4 N -1.093 -0.776 -1.308
5 H -0.033 -1.697 2.653
6 H -0.837 -0.141 2.391
7 H 0.611 -0.644 1.618
8 H -2.867 -1.268 -0.382
9 H -0.282 -0.272 -0.937
10 H -1.863 -0.416 -1.878
11 O 2.834 -0.254 0.569
12 H 3.259 -1.057 0.231
13 H 2.895 0.265 -0.233
14 O -1.298 2.394 0.463
15 H -0.750 3.078 0.903
16 H -1.171 1.560 0.920
17 O 1.428 1.169 -2.156
18 H 0.973 1.771 -2.744
19 H 1.597 0.352 -2.626

---

# C4H7NO

C4H7NO in the gas phase (the ωB97M-V functional and the def2-TZVPD basis, the Open Molecules 2025 dataset).

- charge = 0
- SMILES = O=CCN1CC1
- Kohn-Sham gap (Ha) = 0.39747
- E (eV) = -7797.0674
- ΔE to the lowest compared entry with this formula, charge and spin (kJ/mol) = 248.64

Geometry (Å):
1 O -2.704 -0.677 1.365
2 C -1.534 -0.599 1.086
3 C -0.980 0.332 0.028
4 N 0.408 0.662 0.267
5 C 1.160 0.677 -0.964
6 C 1.397 -0.384 0.050
7 H -0.777 -1.240 1.590
8 H -1.568 1.257 0.018
9 H -1.070 -0.130 -0.989
10 H 1.818 1.518 -1.164
11 H 0.546 0.337 -1.810
12 H 1.081 -1.389 -0.239
13 H 2.221 -0.363 0.762

---

# H10O5

5 unconnected molecules or ions with the total composition H10O5 in a non-equilibrium geometry (the ωB97M-V functional and the def2-TZVPD basis, the Open Molecules 2025 dataset).

- <S²> = 0.756
- charge = +1
- Kohn-Sham gap (alpha / beta) (Ha) = 0.47620 / 0.09189
- E (eV) = -10388.4886
- 2S+1 = 2
- ΔE to the lowest compared entry with this formula, charge and spin (kJ/mol) = 128.82

Geometry (Å):
1 O -0.921 -0.126 0.378
2 H -0.082 0.172 0.730
3 H -1.387 -0.479 1.136
4 O 0.798 1.966 1.348
5 H 0.671 1.834 2.287
6 H -0.032 2.333 1.042
7 O -1.814 0.251 -2.341
8 H -1.445 -0.600 -2.578
9 H -1.530 0.393 -1.438
10 O 3.214 1.019 0.435
11 H 2.347 1.413 0.528
12 H 3.053 0.076 0.451
13 O -1.168 -2.762 -0.988
14 H -0.853 -1.989 -0.519
15 H -0.851 -3.502 -0.471

---

# C3H5NOS

A molecular structure, C3H5NOS in a non-equilibrium geometry (the ωB97M-V functional and the def2-TZVPD basis, the Open Molecules 2025 dataset).

- charge = 0
- Kohn-Sham gap (Ha) = 0.38206
- E (eV) = -17564.4148
- ΔE to the lowest compared entry with this formula, charge and spin (kJ/mol) = 82.26

Geometry (Å):
1 C 0.377 -0.049 -0.058
2 C -0.272 0.924 0.963
3 C -0.469 -1.268 0.374
4 H 0.033 -0.619 -1.899
5 H 0.990 0.747 -1.910
6 H 1.424 -0.238 0.181
7 H 0.453 1.363 1.662
8 H -0.863 1.682 0.466
9 N 0.170 0.282 -1.463
10 O -0.638 -2.380 -0.066
11 S -1.206 -0.444 1.751